A cluster of 4 separate species, C27H55ClN6OS in total. Source: OMol25; level of theory: the ωB97M-V functional and the def2-TZVPD basis.

XYZ file:
```
91
Properties=species:S:1:pos:R:3:lowdin_charge:R:1
C 4.299 -0.118 -0.866 -0.121
C 3.304 0.978 -1.397 -0.655
Cl 2.676 1.898 0.030 0.668
C 2.218 0.452 -2.382 -0.129
C 1.053 -0.368 -1.760 -0.356
C 0.436 -1.137 -2.967 -0.272
N 0.116 -1.686 -3.895 0.217
O 1.530 -1.406 -0.847 0.022
C 0.895 -2.562 -1.005 -0.341
N 0.219 -3.443 -0.808 0.227
C -0.130 0.468 -1.073 -0.585
C -0.174 0.324 0.517 -0.108
S -1.767 -0.298 -1.629 0.815
C -0.206 1.958 -1.500 -0.242
N -0.168 3.000 -1.958 0.198
H 3.997 -0.349 0.181 0.059
H 5.304 0.353 -0.770 0.082
H 4.342 -1.031 -1.487 0.082
H 3.924 1.699 -1.976 0.104
H 2.751 -0.246 -3.073 0.139
H 1.872 1.279 -3.042 0.132
H 0.822 0.149 0.961 0.050
H -0.595 1.265 0.929 0.093
H -0.847 -0.520 0.766 0.053
H -1.802 -1.618 -1.282 -0.088
C -2.455 -1.169 3.988 -0.087
C -2.266 0.269 4.452 -0.273
N -3.208 1.203 3.861 -0.197
C -2.859 2.598 4.098 -0.253
C -2.882 3.105 5.542 -0.088
C -4.618 0.878 4.019 -0.248
C -5.161 0.727 5.443 -0.085
H -2.404 -1.240 2.899 0.071
H -1.663 -1.797 4.403 0.064
H -3.407 -1.587 4.321 0.067
H -1.252 0.569 4.169 0.114
H -2.300 0.290 5.552 0.100
H -3.507 3.236 3.489 0.112
H -1.851 2.761 3.699 0.105
H -3.899 3.259 5.900 0.055
H -2.376 4.073 5.596 0.071
H -2.367 2.432 6.228 0.066
H -4.814 -0.055 3.481 0.101
H -5.218 1.622 3.488 0.115
H -4.494 0.153 6.088 0.068
H -6.117 0.198 5.414 0.072
H -5.351 1.693 5.909 0.054
C -1.303 5.771 -7.616 -0.093
C -1.554 4.655 -6.610 -0.275
N -1.587 3.329 -7.203 -0.197
C -2.085 2.306 -6.293 -0.244
C -1.256 2.000 -5.043 -0.098
C -0.422 2.950 -7.988 -0.248
C 0.944 2.962 -7.294 -0.087
H -2.042 5.748 -8.420 0.079
H -1.377 6.740 -7.118 0.072
H -0.306 5.709 -8.057 0.063
H -2.524 4.853 -6.145 0.118
H -0.804 4.730 -5.809 0.100
H -2.241 1.377 -6.849 0.113
H -3.087 2.607 -5.968 0.110
H -0.371 1.414 -5.294 0.050
H -1.846 1.409 -4.336 0.053
H -0.944 2.901 -4.514 0.045
H -0.367 3.614 -8.856 0.100
H -0.590 1.960 -8.421 0.115
H 1.091 3.847 -6.673 0.067
H 1.736 2.960 -8.047 0.071
H 1.093 2.075 -6.679 0.050
C 0.712 -3.256 2.676 -0.087
C 2.191 -3.603 2.576 -0.271
N 2.854 -3.723 3.863 -0.195
C 4.305 -3.790 3.756 -0.251
C 4.915 -5.004 3.050 -0.089
C 2.254 -4.653 4.807 -0.247
C 2.111 -6.117 4.376 -0.084
H 0.560 -2.339 3.250 0.071
H 0.300 -3.098 1.678 0.038
H 0.134 -4.058 3.141 0.072
H 2.672 -2.799 2.008 0.111
H 2.296 -4.516 1.971 0.102
H 4.740 -3.709 4.757 0.111
H 4.642 -2.889 3.231 0.106
H 4.881 -5.894 3.676 0.054
H 5.968 -4.807 2.833 0.070
H 4.424 -5.223 2.100 0.066
H 1.259 -4.279 5.068 0.099
H 2.808 -4.614 5.749 0.115
H 1.747 -6.219 3.353 0.069
H 1.392 -6.620 5.028 0.072
H 3.051 -6.659 4.468 0.054
```

- Gap between HOMO and LUMO: 8.0 eV
- Electronic energy: -63232.357 eV
- Max |F|: 0.093 Eh/bohr
- E_HOMO: -8.0 eV
- Molecular weight: 547.30 u